Record 1
64
Properties=species:S:1:pos:R:3:forces:R:3 method="wB97M-V/def2-TZVPD" multiplicity=1 homo_lumo_gap_ev=4.772 lumo_energy_ha=-0.09990 homo_ev=-7.49 relative_energy_ev=0.104 total_energy_ev=-50390.005
Sn 0.88711 -0.70104 -0.35869 0.9 -0.5 0.3
O -0.42455 -1.12613 1.83066 -0.2 0.1 -0.3
N 2.41072 2.26249 4.86002 0.0 0.0 0.0
N 0.57218 -0.03029 3.54947 -0.1 -0.2 0.0
N 2.60058 5.66641 1.76453 -0.1 -0.1 -0.1
N -0.60738 -1.98785 3.90818 0.0 0.0 -0.1
N -0.77551 -1.42216 -1.39743 -0.7 -0.3 -0.1
N 1.39890 1.49214 0.78299 -0.3 0.1 -0.2
C 3.82003 5.51141 -4.11493 0.0 0.0 0.0
C -1.24372 -2.70953 -1.01221 0.1 0.3 0.0
C -1.57729 -0.68298 -2.28814 -0.1 0.0 0.0
C 2.41174 4.57979 2.10823 0.1 -0.2 0.1
C 2.26740 3.75149 -3.57361 -0.1 -0.2 0.0
C -2.04997 -1.25149 -3.47960 0.1 0.0 0.0
C 0.21833 3.04071 -7.40639 0.0 0.0 0.0
C 2.34511 2.74143 3.81102 -0.1 0.2 -0.4
C -2.59165 1.41631 -2.97554 0.0 0.0 0.0
C 3.75880 5.95543 -2.79861 0.0 0.0 0.0
C 1.28556 1.60495 -2.97605 0.2 -0.1 0.1
C -3.03870 -4.23137 -0.44187 0.0 0.0 0.0
C -2.75862 -0.49674 -4.39751 0.0 0.0 0.0
C -3.03141 0.84982 -4.16026 0.1 -0.1 0.0
C -1.88816 0.65507 -2.04712 -0.1 0.1 0.2
C 1.03995 0.76898 -2.10546 -0.1 0.3 0.0
C 0.73336 3.31739 -6.15240 0.0 0.0 -0.1
C 1.55664 2.53540 -3.94033 -0.1 0.2 -0.1
C -0.33592 -3.71914 -0.68546 0.0 -0.1 -0.1
C 0.08132 1.72151 -7.82299 0.0 0.0 0.0
C 3.07158 4.41756 -4.50880 0.0 0.1 0.0
C -2.60576 -2.99342 -0.89162 -0.1 0.0 0.1
C 2.19795 3.22982 2.48181 -0.1 -0.1 0.0
C 0.93577 0.94219 -5.72166 -0.1 0.0 -0.1
C 2.95603 5.30910 -1.86251 0.0 0.0 -0.1
C -0.16247 -1.04445 3.03448 0.2 0.2 0.2
C 2.22369 4.20309 -2.24559 0.0 0.0 0.0
C -2.12750 -5.22106 -0.09323 0.0 0.1 0.0
C 1.76461 2.31052 1.51969 0.2 0.3 0.4
C 1.09758 2.26684 -5.30091 0.1 0.1 0.1
C -0.77336 -4.95246 -0.22016 0.1 0.0 0.0
C 0.44334 0.67336 -6.98420 0.0 0.0 0.0
H 0.98154 0.61273 2.89561 -0.1 0.0 0.0
H -0.32351 1.50864 -8.80446 0.0 0.0 0.0
H -2.46779 -6.18441 0.26393 0.0 0.0 0.0
H -1.61375 1.09168 -1.09140 0.1 0.0 0.0
H 1.60633 3.67763 -1.52694 0.0 0.0 0.0
H 0.93590 -0.02891 4.48588 0.0 0.0 0.0
H 2.92112 5.65627 -0.83869 0.0 0.0 0.1
H 3.14210 4.04764 -5.52275 0.0 0.0 0.0
H -2.81427 2.45298 -2.75118 0.0 0.0 0.0
H -3.10082 -0.96311 -5.31400 0.0 0.0 0.0
H -1.23505 -2.67786 3.53708 0.0 0.0 0.0
H 4.45850 6.01222 -4.83045 0.0 0.0 0.0
H -0.08146 3.85144 -8.05648 0.0 0.0 0.0
H 4.35527 6.80463 -2.48971 0.0 0.0 0.0
H -0.56987 -1.84834 4.90065 0.0 0.0 0.0
H -1.82723 -2.29199 -3.68370 0.0 0.0 0.0
H 0.32966 -0.35189 -7.30933 0.0 0.0 0.0
H -3.32873 -2.22409 -1.13232 0.0 0.0 0.0
H 0.72431 -3.54747 -0.81854 0.0 0.0 0.0
H 1.19887 0.13649 -5.04863 0.0 0.0 0.0
H -4.10176 -4.42002 -0.35371 0.0 0.0 0.0
H -0.04293 -5.71474 0.02207 0.0 0.0 0.0
H -3.58691 1.43693 -4.88035 0.0 0.0 0.0
H 0.81211 4.34011 -5.80926 0.0 0.0 0.0

***

Record 2
71
Properties=species:S:1:pos:R:3:forces:R:3 method="wB97M-V/def2-TZVPD" multiplicity=1 homo_lumo_gap_ev=7.757 lumo_energy_ha=0.06469 homo_ev=-6.00 relative_energy_ev=3.324 total_energy_ev=-56035.713 charge=-1
F 0.92706 2.73244 0.29747 -0.8 -0.4 0.2
F 2.67865 0.30625 -1.27144 -0.3 -1.0 0.4
O 2.23540 -1.40053 -5.61097 0.1 -1.3 -2.0
O 3.37237 -0.89669 3.56917 -0.4 -0.5 -1.1
O -2.75077 2.14252 2.97256 0.2 1.5 0.8
O 1.81227 2.93849 4.38682 0.2 -0.3 0.3
O -0.10368 -1.91037 1.44648 -0.6 2.7 -1.8
O -1.94343 3.91374 -3.42914 -1.4 0.4 -1.9
O 0.47119 -2.14719 -1.82239 -1.0 2.5 -0.5
O -2.30523 0.41274 -1.79837 -0.9 -0.7 0.5
N 2.43443 0.74633 2.38010 -1.4 2.8 1.6
N -0.27873 2.99359 5.11191 -5.7 0.6 6.3
N 2.37103 -3.01832 -1.13325 4.9 0.7 2.0
N 0.96551 -3.81725 1.89776 3.7 -2.3 -1.9
N 0.01102 2.97114 3.00316 0.1 -0.3 -1.4
N 1.67243 -0.22984 -3.86641 -3.2 3.5 2.8
N -1.80965 4.31164 -1.24891 -1.0 1.2 3.4
N 0.02635 0.15449 -0.27040 0.8 -0.5 0.4
N -3.69568 0.91102 -3.43179 -1.5 1.5 -2.1
N 3.15625 -0.92624 1.26209 0.8 -3.1 -0.9
N -3.81923 -1.13295 -2.55590 -0.5 -1.4 0.6
N 0.66375 -4.27142 -1.69020 -1.8 -5.7 -0.2
N -0.77031 -3.31719 2.99855 -3.8 -0.2 3.2
N -2.79501 1.21516 0.97408 -0.7 0.1 -5.2
N 3.24286 -1.63137 -3.61512 3.2 -1.8 3.0
N -2.66378 0.01907 2.75519 0.1 -6.8 3.5
N -0.21458 3.14904 -2.25557 1.2 -0.4 -0.3
C 2.98447 -0.43155 2.47297 1.2 0.0 1.5
C 0.59221 2.92076 4.20892 4.7 0.8 -4.3
C -1.34275 3.82892 -2.37621 0.2 -1.3 -1.4
C -2.74040 1.14884 2.24773 -0.3 6.0 0.6
C 1.17398 -3.09110 -1.56934 -2.8 1.6 -0.8
C 2.35726 -1.15084 -4.42624 -0.7 -0.3 -4.8
C -3.25130 0.08788 -2.52842 2.6 -0.1 1.4
C 0.04310 -2.92024 2.04422 -0.5 -1.1 1.5
H 3.84240 -2.42576 -3.78713 -0.2 0.6 -0.4
H 1.64392 -3.64484 1.16965 0.2 -0.1 0.2
H 1.06828 0.43189 -4.33246 0.2 -0.7 -0.2
H -4.74223 -1.22746 -2.95495 0.2 0.0 0.2
H -3.57662 -1.75142 -1.79515 0.0 0.1 -0.3
H 0.57857 2.92540 2.16896 0.1 -0.1 -0.6
H 2.11154 1.20306 1.53911 0.2 0.2 -0.1
H 3.03158 -3.77944 -1.20006 -0.2 0.2 -0.1
H 0.14242 0.98472 0.29294 -0.2 1.3 0.2
H 0.01224 -0.68452 0.29171 -0.8 -0.3 0.4
H -0.12213 3.36783 6.03685 0.7 -0.4 -0.3
H -1.21281 4.26912 -0.43522 -0.1 0.0 0.1
H -0.69297 0.18743 -0.97863 -0.2 0.1 -0.2
H -3.13233 0.40625 0.47211 0.6 0.4 -0.4
H -3.25652 1.81944 -3.47652 0.2 0.2 -0.4
H 2.51479 1.26549 3.24273 -0.5 0.6 -0.2
H -4.09513 0.46680 -4.24616 0.0 0.7 -0.1
H 0.30954 2.93972 -3.09318 -0.2 0.0 0.4
H -2.41191 0.14765 3.72480 0.0 -1.1 0.1
H -0.33512 -4.35516 -1.81402 0.3 0.3 -0.1
H -0.96859 2.73098 2.95010 0.1 0.1 -0.3
H -2.75976 4.62999 -1.12218 0.4 -0.1 -0.4
H 0.13913 2.96707 -1.32719 1.1 -0.2 0.6
H 1.09535 -4.57529 2.55244 0.1 0.4 -0.3
H -1.20304 3.25126 4.79670 0.0 -0.3 0.1
H -2.42461 -0.77107 2.17333 0.4 0.0 0.6
H -1.55253 -2.73665 3.26541 0.3 0.0 -0.1
H 1.06437 -5.03540 -1.16490 0.0 0.0 -0.2
H -2.43962 2.00744 0.45824 -0.4 -0.1 0.0
H 3.62883 -1.81869 1.24455 -0.1 0.3 -0.5
H 2.99510 -0.35958 0.44171 0.2 0.1 -0.9
H 0.95777 0.04874 -0.64640 1.3 0.4 -1.5
H -0.73834 -4.19846 3.49092 0.3 0.3 -0.4
H 3.51042 -0.86735 -3.01113 0.7 -0.5 1.0
H 1.57624 -0.35252 -2.86852 0.0 0.9 0.3
H 2.73470 -2.07763 -1.18760 0.4 0.3 0.1

***

Record 3
14
Properties=species:S:1:pos:R:3:forces:R:3 method="wB97M-V/def2-TZVPD" multiplicity=1 homo_lumo_gap_ev="7.700 / 7.697" lumo_energy_ha="-0.04317 / -0.04320" homo_ev="-8.87 / -8.87" relative_energy_ev=6.439 total_energy_ev=-7355.816
O -0.18172 -2.20375 0.48061 0.1 0.0 -0.1
C 0.07954 0.13109 0.06907 0.0 0.0 0.1
C -1.16603 0.29020 -0.59712 -0.4 0.1 -0.3
C 0.28423 -1.06676 0.92278 0.1 0.2 -0.1
C 0.91094 1.36310 0.25389 0.1 0.0 0.0
C -2.21894 0.47537 -1.15816 0.4 -0.1 0.3
H 0.42716 -1.82286 -0.92255 -0.1 0.0 0.1
H 1.75532 1.17051 0.92128 -0.1 0.0 -0.1
H -3.15926 0.60996 -1.64810 0.2 0.0 0.1
H -0.37632 -0.61850 1.73302 0.0 0.0 0.0
H 0.71644 -1.15248 -1.31616 0.0 0.1 0.0
H 1.30492 1.66708 -0.72202 -0.1 0.0 0.1
H 0.31354 2.19961 0.63291 0.1 -0.1 -0.1
H 1.31018 -1.04258 1.35055 -0.2 0.0 -0.1

***

Record 4
54
Properties=species:S:1:pos:R:3:forces:R:3 method="wB97M-V/def2-TZVPD" multiplicity=1 homo_lumo_gap_ev=8.889 lumo_energy_ha=-0.02464 smiles="C[N+](=O)[O-].C[N+](=O)[O-].C[N+](=O)[O-].C[N+](=O)[O-].c1ccncc1.ClCCl.ClCCl.ClCCl" homo_ev=-9.56 relative_energy_ev=0.652 total_energy_ev=-111768.711
Cl -3.50679 -0.24370 -3.05629 1.3 -0.7 -1.2
Cl -0.01270 -5.39845 1.50027 -0.9 -0.2 -1.0
Cl -6.19294 -0.49903 -2.21115 -0.5 -0.3 0.3
Cl -1.20334 0.48117 -5.54803 -1.6 -0.5 -0.7
Cl 1.52358 0.09579 -4.98392 1.0 -0.8 0.8
Cl -2.39303 -6.37838 -0.19303 0.9 0.5 0.3
O 4.57198 -3.99240 -0.81614 0.6 4.1 -4.4
O -2.31607 2.32336 -2.23619 -0.4 0.5 -0.3
O -0.31920 2.96438 -1.87454 -0.1 0.5 -0.4
O 0.85435 -0.74053 0.83452 -0.2 1.4 -0.6
O 5.22445 -5.54406 0.43661 -1.0 0.5 0.3
O 0.35684 -2.33306 -0.38649 -1.0 -0.8 -2.0
O -2.11605 0.04021 2.45810 -1.5 0.7 -2.5
O -1.22960 0.57562 4.28930 0.7 2.3 2.3
N 0.26425 -1.15328 -0.16349 0.4 -0.2 3.1
N -1.45313 3.17373 -2.28437 0.4 -0.4 1.4
N 4.38283 -4.71619 0.04817 0.4 -4.5 4.4
N 1.68706 4.30857 1.48027 1.4 -0.5 1.1
N -1.37746 -0.13338 3.36586 0.7 -2.9 0.3
C 2.37169 4.10387 3.82219 -0.9 -2.8 -0.4
C 1.71943 2.95255 1.35921 -0.2 1.6 1.0
C -1.01794 -5.22511 -0.02036 -0.3 0.4 0.2
C 3.03592 -4.75357 0.67279 -2.1 0.2 -1.0
C 0.23017 1.23209 -5.00730 0.4 1.8 -0.4
C -0.61510 -0.18920 -0.90233 1.3 0.3 -0.8
C -0.76039 -1.50412 3.44684 -0.4 0.3 -0.5
C 2.17343 2.67511 3.73964 -0.1 0.8 -2.7
C -1.75076 4.52830 -2.81880 0.1 0.3 -1.0
C 2.07093 4.85258 2.67049 -0.1 -1.2 -0.3
C -4.59613 0.09236 -1.80277 -0.6 1.4 1.3
C 1.85367 2.10694 2.46625 0.4 1.2 0.7
H -0.55551 -1.79137 2.41553 0.3 -0.1 0.4
H 0.58269 1.97630 -5.72143 -0.5 0.1 -0.1
H 2.23538 5.91980 2.65025 -0.3 0.2 0.1
H -4.65704 1.17559 -1.69783 -0.1 0.0 -0.2
H -0.39043 -5.28248 -0.90977 0.1 -0.4 0.4
H -0.40176 0.80201 -0.50223 -0.4 -0.3 0.3
H 2.35311 1.89910 4.46898 0.0 0.7 0.8
H -1.98449 5.30919 -2.09514 0.2 -0.7 0.6
H -1.66719 -0.47210 -0.93671 0.4 -0.2 0.3
H 0.08850 -1.47310 4.12987 -0.2 -0.1 -0.2
H -2.60274 4.44918 -3.49406 0.2 -0.2 0.0
H 1.75407 1.03572 2.37146 0.1 0.0 -0.1
H 2.36463 -4.14309 0.06881 0.5 0.6 -0.2
H -1.44278 -4.22188 0.01343 0.0 -0.3 0.2
H 2.86009 -4.38495 1.68339 1.0 -0.4 0.1
H 2.56254 -5.71525 0.47484 0.8 -0.4 0.7
H -0.82994 4.81834 -3.32482 -0.2 0.1 -0.1
H -4.25361 -0.23922 -0.82254 -0.1 -0.6 -0.3
H -0.17433 -0.17239 -1.89909 -0.4 -0.2 -0.3
H 1.68361 2.66314 0.31933 -0.5 -0.6 0.1
H 2.64745 4.45562 4.80537 0.2 0.7 -0.3
H -1.61109 -2.08065 3.81018 0.3 -0.3 0.2
H -0.02089 1.77043 -4.09337 0.6 -0.6 0.3

***

Record 5
96
Properties=species:S:1:pos:R:3:forces:R:3 method="wB97M-V/def2-TZVPD" multiplicity=2 homo_lumo_gap_ev="8.434 / 8.458" lumo_energy_ha="-0.07717 / -0.06902" homo_ev="-10.53 / -10.34" relative_energy_ev=0.175 s_squared=0.76 total_energy_ev=-151661.939 charge=+1
Ge 1.25136 -3.21815 -1.02594 -0.1 0.0 0.0
Cr 1.02217 0.21650 -0.19006 0.3 -0.9 0.0
S 2.04481 3.16849 1.32696 0.1 0.0 0.0
O 3.41211 2.68561 1.41037 0.0 0.0 0.0
O 0.49325 -0.32809 1.67724 0.1 0.3 -0.1
O 1.82212 4.55941 1.09941 0.0 0.0 0.0
O -1.84425 1.96479 -3.30335 0.0 -0.1 0.0
O -1.78885 2.07838 -1.06717 0.0 0.0 0.1
N 1.61389 3.78658 -1.62510 0.0 0.0 -0.1
N 1.29542 1.44257 -1.84030 -0.2 0.1 0.0
N -0.96635 -0.40012 -0.75972 0.0 0.2 -0.1
N -0.24736 2.12733 6.68516 0.0 0.0 0.0
N -1.41144 0.25094 2.80555 0.1 0.1 0.1
N 0.10990 -1.27902 3.68157 0.0 0.0 0.0
N -2.07822 0.19947 -5.05781 0.1 0.1 0.0
N 3.49833 -1.04799 1.05420 0.0 0.0 0.0
N -0.56457 1.42889 -6.22981 0.1 0.0 0.0
N 1.28346 2.24524 0.19963 -0.2 0.2 0.2
N -1.42717 -0.51287 -7.17066 0.0 0.0 0.0
N 3.08693 0.11334 0.31885 0.0 0.1 0.0
C -1.58345 -0.06901 -2.05823 0.0 0.0 0.0
C 0.34994 -3.53061 0.69636 0.0 0.0 0.0
C 0.28745 2.36217 5.42299 -0.1 0.0 0.1
C 1.28892 2.74994 2.85790 0.0 0.0 -0.1
C 0.22827 3.52420 3.31107 0.0 0.0 0.0
C -2.99157 -0.89536 -4.78733 0.0 0.0 0.0
C 1.86242 1.79554 3.68648 0.0 0.0 0.0
C 1.36216 1.59994 4.95922 0.0 0.0 0.0
C -2.14017 -1.22432 4.61343 0.0 0.0 0.0
C 0.07323 -3.89984 -2.44389 0.0 0.0 0.0
C -0.67516 -1.46574 4.89370 0.0 0.0 0.0
C 1.69612 3.84920 -2.94612 0.0 0.0 0.1
C -1.75024 1.47121 -2.12818 0.0 -0.1 0.0
C 1.57594 2.74249 -3.77733 0.0 -0.1 0.0
C 1.60238 -1.32557 -1.46008 -0.2 0.1 0.0
C -2.28158 0.13652 3.97400 0.0 -0.1 0.0
C -2.91287 -0.82555 -2.20458 0.0 0.0 0.0
C 1.36067 1.52626 -3.16153 0.1 0.0 0.0
C -0.24631 -0.42896 2.69460 -0.2 -0.1 0.0
C -3.72823 -0.60530 -3.48110 0.0 0.0 0.0
C -1.38589 0.35913 -6.14658 -0.1 0.0 0.0
C 1.40642 2.58163 -1.11663 0.0 0.0 -0.1
C 2.91097 -4.25576 -1.02263 0.0 0.0 0.0
C -0.27778 3.32439 4.58076 0.0 0.0 0.0
C 1.43146 -1.88130 3.70389 0.0 0.0 0.0
C -1.77308 1.34084 1.91070 0.0 -0.1 -0.1
H 1.26658 0.60051 -3.71859 0.0 0.0 0.0
H -3.30424 0.29951 3.63094 0.0 0.0 0.0
H -2.52390 -1.99794 3.94457 0.0 0.0 0.0
H -0.18285 -4.94740 -2.28472 0.0 0.0 0.0
H -2.03954 0.92432 4.69296 0.0 0.1 0.0
H -0.17198 4.30244 2.67405 0.0 0.0 0.0
H -2.07708 -1.27746 -7.15184 0.0 0.0 0.0
H -0.85764 -3.32706 -2.47582 0.0 0.0 0.0
H 4.50997 -1.04867 1.14845 0.0 0.0 0.0
H 2.63919 -1.23806 -1.79876 0.0 0.0 0.1
H -0.36799 -2.75545 0.96487 0.0 0.0 0.0
H -0.18747 1.71452 -7.11512 0.0 0.0 0.0
H -4.60294 -1.25549 -3.43359 0.0 0.0 0.0
H -0.99575 -1.40758 -0.61895 0.0 0.0 0.0
H 3.46504 -4.09117 -1.94710 0.0 0.0 0.0
H -1.96365 0.99975 -4.25922 -0.1 0.0 0.0
H -2.69603 -1.89672 -2.11318 0.0 0.0 0.0
H 3.62082 0.19841 -0.54402 0.0 0.1 0.0
H 1.67085 2.82959 -4.84911 0.0 0.0 0.0
H -0.77768 2.89249 7.07342 0.0 0.0 0.0
H 2.00324 -1.58081 2.83279 0.0 0.0 0.0
H 1.00199 -1.16730 -2.36264 0.0 0.0 0.0
H 2.67783 -5.31872 -0.94968 0.0 0.0 0.0
H -2.44969 -1.84754 -4.72053 0.0 0.0 0.0
H 1.86947 4.83581 -3.36147 0.0 0.0 0.0
H -0.31828 -0.78906 5.67786 0.0 0.0 0.0
H -0.95743 1.62313 1.25364 0.0 0.0 0.0
H -4.10223 0.42029 -3.51770 0.0 0.0 0.0
H 3.56416 -4.00582 -0.18479 0.0 0.0 0.0
H -0.64029 2.12229 -5.49813 0.0 0.0 0.0
H 3.24828 -1.85922 0.49857 0.0 0.0 0.0
H -3.54407 -0.56284 -1.34986 0.0 0.0 0.0
H 3.31810 0.94000 0.87834 0.0 0.0 0.0
H 1.96087 -1.55964 4.60503 0.0 0.0 0.0
H -2.64472 1.07792 1.30538 0.0 0.0 0.0
H -3.72560 -0.98226 -5.59546 0.0 0.0 0.0
H 0.39645 1.74182 7.35920 0.0 0.0 0.0
H -0.93470 -0.33713 -8.02728 0.0 0.0 0.0
H -2.03414 2.21430 2.50684 0.0 0.0 0.0
H -1.09499 3.93887 4.94027 0.0 0.0 0.0
H -1.56461 0.01045 -0.04637 0.0 0.1 0.0
H -0.50858 -2.48876 5.23357 0.0 0.0 0.0
H 0.55920 -3.80608 -3.41618 0.0 0.0 0.0
H 1.34422 -2.96930 3.73492 0.0 0.0 0.0
H -0.17003 -4.48916 0.66947 0.0 0.0 0.0
H 2.72027 1.23186 3.34470 0.0 0.0 0.0
H 1.82520 0.87398 5.61788 0.0 0.0 0.0
H -2.71253 -1.26336 5.53933 0.0 0.0 0.0
H -0.89516 -0.38842 -2.84377 0.0 0.0 0.0
H 1.08850 -3.57132 1.49695 0.0 0.0 0.0